{
  "formula": "C40H48N8O2P2RhS",
  "method": "ωB97M-V/def2-TZVPD",
  "elements": ["Rh", "S", "P", "P", "O", "O", "N", "N", "N", "N", "N", "N", "N", "N", "C", "C", "C", "C", "C", "C", "C", "C", "C", "C", "C", "C", "C", "C", "C", "C", "C", "C", "C", "C", "C", "C", "C", "C", "C", "C", "C", "C", "C", "C", "C", "C", "C", "C", "C", "C", "C", "C", "C", "C", "H", "H", "H", "H", "H", "H", "H", "H", "H", "H", "H", "H", "H", "H", "H", "H", "H", "H", "H", "H", "H", "H", "H", "H", "H", "H", "H", "H", "H", "H", "H", "H", "H", "H", "H", "H", "H", "H", "H", "H", "H", "H", "H", "H", "H", "H", "H", "H"],
  "coordinates": [[0.074, 1.012, -0.117], [-0.679, -2.933, -0.765], [-1.926, 2.096, 0.452], [0.071, 0.194, 2.119], [-0.373, -3.086, 0.634], [-2.005, -3.259, -1.197], [-0.818, -1.592, -3.372], [2.046, 0.402, -0.549], [-3.367, 2.149, 2.802], [-0.490, 0.521, -2.388], [-1.862, 0.303, 4.058], [-0.391, -1.306, -1.056], [0.718, 2.617, -1.175], [3.138, -6.642, -3.362], [-2.341, 1.612, 2.164], [-0.608, 1.097, -3.576], [1.218, 0.922, 4.629], [2.263, -5.762, -2.784], [-3.299, 0.379, 5.996], [1.353, 1.159, 3.125], [1.199, 4.335, -2.536], [-0.853, 0.372, -4.722], [2.691, 1.301, -1.219], [-4.710, 2.565, -0.025], [2.520, -5.239, -1.510], [3.595, -1.359, -1.401], [5.217, -2.334, -3.450], [2.724, -0.866, -0.269], [-4.825, 2.337, 4.721], [-3.750, 0.256, -0.406], [0.493, -3.961, -1.613], [1.097, -5.366, -3.455], [-3.262, 2.148, -1.984], [0.211, -4.488, -2.868], [0.217, 3.721, -1.772], [-0.959, -1.005, -4.541], [-1.901, 3.922, 0.653], [-0.582, -0.829, -2.288], [5.695, -2.284, -2.151], [1.152, 2.641, 2.792], [3.931, -1.889, -3.729], [-3.504, 1.765, -0.522], [2.031, 2.493, -1.580], [3.129, -1.399, -2.712], [-1.509, 0.725, 2.856], [-4.400, 0.935, 6.633], [0.156, -1.494, 2.775], [1.636, -4.356, -0.929], [-2.933, 0.783, 4.715], [2.754, 0.726, 2.688], [2.357, 3.553, -2.418], [-5.150, 1.916, 6.005], [4.888, -1.793, -1.134], [-3.733, 1.800, 4.052], [-1.160, -1.667, -5.379], [2.955, 1.029, 1.660], [-0.811, 4.021, -1.650], [-0.064, -1.442, 3.838], [2.125, -1.054, -2.933], [1.134, -1.937, 2.594], [0.185, 2.998, 3.155], [-2.866, -0.316, -0.701], [-4.011, -0.026, 0.616], [3.494, 1.208, 3.328], [1.087, 5.237, -3.115], [1.541, -0.084, 4.899], [1.959, -1.603, -0.028], [-2.606, 4.175, 1.441], [-4.641, 3.615, -0.314], [0.888, -5.777, -4.436], [-2.401, 1.626, -2.396], [-4.576, -0.038, -1.056], [-0.573, -2.115, 2.263], [-0.949, 0.843, -5.687], [3.555, -1.922, -4.743], [-5.613, 2.150, -0.477], [-0.718, -4.227, -3.347], [6.699, -2.618, -1.926], [-5.996, 2.361, 6.511], [2.845, -7.153, -4.174], [2.890, -0.353, 2.784], [3.713, 1.122, -1.545], [1.200, 2.806, 1.709], [3.850, -7.061, -2.794], [-4.667, 0.597, 7.624], [-0.501, 2.177, -3.603], [1.797, -4.000, 0.079], [-5.429, 3.074, 4.210], [-4.831, 2.517, 1.054], [3.309, 3.727, -2.894], [3.361, -0.749, 0.611], [-0.905, 4.267, 0.929], [5.266, -1.754, -0.118], [3.416, -5.544, -0.982], [5.845, -2.715, -4.245], [-3.118, 3.225, -2.099], [-2.200, 4.422, -0.267], [0.203, 1.067, 4.990], [-4.138, 1.871, -2.572], [-2.688, -0.366, 6.486], [1.932, 3.245, 3.257], [1.864, 1.630, 5.152]],
  "forces_ev_per_a": [[0.052, -0.234, -1.001], [-0.125, 0.400, -0.093], [-0.871, 0.050, 0.187], [-0.004, 0.202, 1.030], [0.172, -0.086, -0.087], [-0.036, -0.028, -0.232], [-0.024, -0.402, 0.183], [0.129, 0.220, -0.256], [0.085, 0.555, -0.086], [0.189, -0.604, 0.893], [-0.109, -0.458, -0.062], [0.036, -0.397, 0.177], [0.067, 0.091, 0.406], [0.037, 0.174, -0.095], [-0.063, -0.388, -0.131], [0.329, 0.225, -0.274], [-0.067, -0.108, -0.089], [-0.046, 0.053, 0.074], [0.089, -0.114, -0.080], [-0.039, 0.153, -0.328], [-0.129, 0.023, 0.000], [0.035, 0.021, 0.129], [0.028, -0.212, 0.093], [0.153, 0.043, 0.213], [0.034, 0.016, -0.072], [0.021, -0.028, 0.007], [0.039, -0.029, 0.028], [0.182, -0.251, -0.006], [0.072, 0.045, -0.188], [0.146, 0.044, 0.064], [-0.286, 0.324, 0.154], [0.018, -0.037, -0.016], [0.185, -0.030, 0.025], [0.027, 0.033, 0.039], [0.012, 0.289, -0.138], [0.024, 0.011, 0.030], [0.250, -0.169, -0.101], [-0.038, 0.120, -0.704], [0.040, -0.025, -0.027], [-0.139, -0.091, -0.028], [-0.029, 0.022, -0.055], [0.241, -0.229, -0.124], [-0.066, 0.397, -0.220], [-0.107, -0.103, 0.048], [0.118, 0.265, -0.066], [-0.202, 0.104, -0.007], [0.129, 0.052, -0.233], [0.062, 0.077, 0.022], [-0.051, 0.220, 0.065], [-0.045, 0.041, -0.066], [0.073, -0.215, 0.098], [0.062, -0.125, 0.229], [-0.049, -0.020, 0.064], [0.002, -0.151, 0.107], [0.018, 0.047, 0.003], [0.023, -0.008, 0.060], [0.125, -0.028, -0.019], [0.082, 0.112, 0.073], [-0.054, -0.017, -0.029], [0.020, 0.020, -0.004], [0.015, 0.041, -0.016], [-0.087, -0.050, 0.007], [-0.009, -0.023, -0.003], [-0.028, 0.023, 0.032], [-0.029, 0.005, 0.031], [-0.027, -0.008, 0.038], [-0.095, 0.013, -0.028], [-0.064, -0.016, 0.009], [-0.001, 0.003, 0.021], [-0.047, -0.013, 0.030], [-0.336, 0.132, 0.103], [-0.010, 0.031, -0.016], [-0.011, 0.118, 0.129], [-0.015, 0.009, 0.008], [-0.012, -0.010, 0.015], [0.042, 0.006, -0.078], [-0.031, 0.075, -0.109], [-0.013, 0.000, -0.011], [-0.009, -0.021, -0.006], [0.022, -0.078, 0.012], [0.039, 0.012, 0.002], [-0.005, -0.019, -0.002], [0.036, 0.094, 0.033], [0.008, -0.076, -0.009], [0.006, 0.022, 0.004], [0.017, -0.025, 0.015], [0.068, 0.008, -0.027], [-0.021, -0.058, -0.047], [-0.053, -0.040, 0.096], [0.016, -0.017, 0.030], [-0.104, -0.023, 0.023], [-0.010, -0.026, 0.001], [0.001, 0.009, -0.014], [-0.022, -0.014, 0.044], [-0.011, 0.005, -0.005], [0.007, 0.009, -0.030], [-0.053, -0.031, 0.055], [-0.075, 0.037, 0.043], [-0.046, 0.016, 0.024], [0.057, 0.060, 0.027], [0.027, -0.030, 0.022], [0.036, -0.006, -0.033]],
  "lowdin_spin": [1.358, 0.009, 0.024, 0.103, -0.001, 0.009, 0.011, -0.006, 0.495, 0.146, 0.483, 0.105, 0.119, 0.001, 0.155, 0.014, 0.009, 0.001, 0.099, 0.017, 0.024, 0.005, 0.003, 0.009, 0.000, 0.000, 0.000, 0.000, 0.091, 0.001, 0.004, 0.000, 0.001, 0.001, 0.030, -0.003, 0.010, 0.007, 0.000, 0.016, 0.000, 0.000, 0.008, 0.000, 0.159, 0.068, 0.026, 0.001, 0.103, 0.003, 0.044, 0.082, 0.000, 0.105, 0.000, 0.000, 0.001, 0.004, 0.000, 0.001, 0.002, -0.001, 0.001, 0.000, 0.001, 0.000, 0.000, 0.000, 0.000, 0.000, -0.001, 0.000, 0.000, 0.001, 0.000, 0.001, 0.000, 0.000, 0.003, 0.000, 0.000, 0.000, 0.008, 0.000, 0.002, 0.001, 0.000, 0.005, 0.005, 0.003, 0.000, 0.000, 0.000, 0.000, 0.000, 0.000, 0.002, 0.004, 0.000, 0.005, 0.000, 0.002],
  "homo_ev": [-9.119, -9.887],
  "fmax_ev_per_a": 1.094,
  "multiplicity": 5,
  "charge": 1,
  "e_lumo_ev": [-2.96, -6.06]
}